[1]
{"formula": "C4H6N2", "method": "ωB97M-V/def2-TZVPD", "elements": ["C", "C", "C", "C", "H", "H", "H", "H", "H", "H", "N", "N"], "coordinates": [[1.880393, 0.929545, 0.027945], [-0.776211, -1.235795, -0.218004], [-1.437793, 0.082917, 0.069056], [-2.114551, 1.068128, -0.091245], [2.126757, 0.946656, 1.127534], [2.180625, 1.709648, -0.627526], [0.618119, -0.970001, 1.153498], [-1.129660, -2.097998, 0.359294], [-0.881953, -1.350697, -1.278412], [-2.436460, 2.069459, -0.092316], [1.317587, -0.074192, -0.555152], [0.653151, -1.077666, 0.125329]], "forces_ev_per_angstrom": [[-0.4, -2.5, 0.8], [1.0, 1.8, 0.5], [-1.1, -1.1, -0.8], [1.0, -0.2, 0.7], [-0.6, 0.2, -0.9], [0.7, 0.5, -0.3], [0.7, 0.3, -0.5], [-0.2, 0.4, -0.3], [0.0, -0.6, -0.5], [-0.5, 0.4, -0.1], [-1.2, 1.4, 0.2], [0.7, -0.6, 1.2]], "energy_ha": -265.37865, "mol_weight_da": 82.11, "orbital_gap_ev": 10.17, "e_above_lowest_ev": 4.270, "homo_energy_ev": -9.13, "charge": 0, "smiles": "C#CCNN=C"}

---

[2]
{"formula": "C4H6N2", "method": "ωB97M-V/def2-TZVPD", "elements": ["C", "C", "C", "C", "N", "N", "H", "H", "H", "H", "H", "H"], "coordinates": [[-1.313439, -0.646518, -0.150478], [-0.094982, -0.162324, 0.024123], [1.004537, -1.156294, 0.052034], [0.423075, 1.200828, 0.141652], [-3.524606, 0.208017, -0.448996], [-2.437359, -0.080542, -0.135455], [1.428709, -1.385558, 0.961741], [0.763439, -2.150387, -0.377616], [1.933315, -0.776796, -0.595926], [-0.169332, 1.961066, 0.747833], [1.451226, 1.182812, 0.538286], [0.535420, 1.805696, -0.757200]], "forces_ev_per_angstrom": [[1.2, -0.7, 0.9], [0.7, -1.0, -0.1], [2.0, -0.5, -4.3], [0.0, 3.1, 1.3], [3.4, -0.8, 1.8], [-5.5, 1.9, -2.7], [0.7, 0.0, 2.5], [-0.3, 0.7, 0.1], [-1.9, -0.6, 1.2], [0.4, -1.3, -0.3], [-0.5, 0.0, 0.1], [-0.1, -0.6, -0.7]], "energy_ha": -265.39256, "mol_weight_da": 82.11, "orbital_gap_ev": 8.34, "e_above_lowest_ev": 3.891, "homo_energy_ev": -8.64, "charge": 0}

---

[3]
{"formula": "C4H6N2", "method": "ωB97M-V/def2-TZVPD", "elements": ["C", "C", "C", "N", "N", "C", "H", "H", "H", "H", "H", "H"], "coordinates": [[-0.038777, 1.586850, -0.740817], [0.162641, 0.206882, -0.175672], [-0.792270, -0.784427, -0.198711], [-0.411569, -1.729966, 0.688875], [0.767657, -1.461710, 1.260779], [1.140189, -0.309672, 0.716263], [0.830597, 2.028825, -1.235050], [-0.873563, 1.587360, -1.450482], [-0.329374, 2.264547, 0.072587], [-1.636351, -0.933197, -0.855424], [-0.958593, -2.515611, 1.001771], [2.139414, 0.060120, 0.915882]], "forces_ev_per_angstrom": [[0.0, 0.0, 0.0], [-0.1, -0.1, 0.1], [0.0, 0.0, 0.0], [-0.1, -0.2, -0.1], [0.1, 0.1, -0.3], [0.1, 0.1, 0.0], [0.0, -0.2, 0.1], [0.2, 0.0, 0.0], [0.1, -0.1, -0.2], [-0.2, 0.2, 0.3], [0.2, 0.0, -0.1], [-0.3, 0.2, 0.2]], "energy_ha": -265.50790, "mol_weight_da": 82.11, "orbital_gap_ev": 10.06, "e_above_lowest_ev": 0.753, "homo_energy_ev": -9.02, "charge": 0, "smiles": "Cc1cn[nH]c1"}

---

Question: Which value of charge does entry 2 give?
Answer: 0

---

Question: Which formula does entry 3 have?
Answer: C4H6N2